1.
Density functional theory data (the ωB97M-V functional and the def2-TZVPD basis) for a cluster of 8 separate species, C52H90FIN2O22PSi2 in total in a non-equilibrium geometry.

XYZ file:
```
171
C52H90FIN2O22PSi2, DFT the ωB97M-V functional and the def2-TZVPD basis
C -4.009 0.718 5.605
C -3.190 0.121 4.454
C -2.017 -0.721 4.934
N -3.619 0.243 3.272
P -2.776 1.077 1.925
N -1.898 1.911 0.606
F -1.492 -0.073 1.942
I -1.248 2.478 3.516
C -3.805 0.025 0.705
C -3.038 -0.699 -0.427
C -2.420 -2.064 -0.068
C -0.873 -2.168 -0.017
C -0.059 -1.039 -0.647
C 1.396 -1.352 -1.008
C 2.095 -0.052 -1.477
C 2.339 0.962 -0.338
Si 2.526 2.774 -0.852
C 4.321 3.125 -1.368
C 2.213 3.828 0.698
C 1.367 3.251 -2.266
C 1.719 4.101 -3.281
C 0.840 4.384 -4.300
C -0.398 3.805 -4.283
C -0.790 2.975 -3.266
C 0.098 2.703 -2.257
C -4.087 2.462 2.062
C -3.762 3.753 1.333
O -4.611 4.845 1.853
Si -3.733 6.194 2.264
C -4.935 7.624 2.639
C -2.639 6.797 0.843
C -2.658 5.997 3.793
H -3.457 1.534 6.078
H -4.928 1.141 5.197
H -4.311 -0.047 6.333
H -1.781 -0.452 5.971
H -2.313 -1.775 4.968
H -1.103 -0.574 4.357
H -1.105 1.337 0.348
H -2.483 1.973 -0.223
H -4.601 0.608 0.226
H -4.333 -0.747 1.274
H -3.810 -0.928 -1.180
H -2.368 -0.042 -0.981
H -2.807 -2.342 0.918
H -2.800 -2.844 -0.736
H -0.566 -3.129 -0.457
H -0.569 -2.240 1.032
H -0.032 -0.227 0.084
H -0.521 -0.625 -1.550
H 1.378 -2.008 -1.888
H 1.969 -1.852 -0.219
H 3.068 -0.358 -1.879
H 1.514 0.336 -2.319
H 3.291 0.681 0.131
H 1.592 0.930 0.463
H 4.388 4.171 -1.692
H 4.652 2.466 -2.174
H 4.953 3.028 -0.482
H 2.879 4.696 0.662
H 1.162 4.124 0.731
H 2.493 3.230 1.565
H 2.704 4.559 -3.291
H 1.108 5.046 -5.115
H -1.109 3.983 -5.086
H -1.766 2.504 -3.234
H -0.183 2.055 -1.434
H -5.079 2.117 1.763
H -4.170 2.698 3.124
H -4.038 3.682 0.275
H -2.728 4.086 1.425
H -4.447 8.238 3.400
H -5.908 7.261 2.970
H -5.011 8.220 1.726
H -1.882 7.504 1.188
H -2.131 5.977 0.328
H -3.285 7.346 0.148
H -2.950 5.175 4.451
H -1.602 5.829 3.561
H -2.678 6.911 4.400
C 8.875 0.516 1.629
C 8.147 1.790 1.984
C 7.995 2.026 3.469
O 6.782 2.779 3.538
C 6.038 2.454 2.446
O 4.902 2.750 2.290
O 6.780 1.738 1.557
H 8.280 -0.357 1.899
H 9.048 0.463 0.554
H 9.840 0.463 2.135
H 8.621 2.646 1.496
H 8.821 2.595 3.891
H 7.868 1.102 4.039
C 2.701 7.182 -1.406
C 1.249 7.406 -1.066
C 0.510 8.275 -2.052
O -0.486 8.899 -1.228
C 0.000 8.932 0.035
O -0.479 9.557 0.930
O 1.113 8.172 0.147
H 3.271 8.105 -1.306
H 3.146 6.461 -0.719
H 2.811 6.800 -2.421
H 0.738 6.451 -0.921
H 0.044 7.700 -2.849
H 1.137 9.056 -2.491
C -1.634 -7.035 -2.522
C -0.598 -6.279 -3.309
C 0.682 -6.025 -2.550
O 1.148 -4.803 -3.135
C 0.060 -4.140 -3.611
O 0.074 -3.013 -3.984
O -1.035 -4.940 -3.598
H -2.009 -6.422 -1.700
H -2.484 -7.279 -3.147
H -1.227 -7.959 -2.120
H -0.401 -6.780 -4.262
H 1.415 -6.818 -2.686
H 0.520 -5.864 -1.481
C -4.736 -10.317 -7.412
C -4.639 -10.329 -5.905
C -5.193 -9.092 -5.238
O -4.401 -9.009 -4.048
C -3.220 -9.619 -4.303
O -2.267 -9.557 -3.593
O -3.269 -10.302 -5.473
H -4.074 -9.561 -7.836
H -4.424 -11.278 -7.821
H -5.758 -10.121 -7.736
H -5.102 -11.234 -5.503
H -6.247 -9.184 -4.989
H -5.041 -8.182 -5.824
C -0.044 -11.633 -2.705
C -0.475 -12.535 -1.574
C 0.658 -13.241 -0.870
O 0.036 -14.450 -0.418
C -1.001 -14.710 -1.257
O -1.606 -15.733 -1.282
O -1.248 -13.647 -2.063
H 0.359 -12.219 -3.533
H -0.896 -11.073 -3.092
H 0.712 -10.921 -2.370
H -1.095 -11.980 -0.865
H 1.046 -12.673 -0.027
H 1.483 -13.500 -1.539
C -0.924 -5.057 5.583
C -0.267 -5.575 4.326
C 0.481 -4.526 3.541
O 0.377 -5.014 2.197
C -0.752 -5.765 2.130
O -1.249 -6.158 1.125
O -1.246 -6.007 3.371
H -1.743 -4.381 5.340
H -1.350 -5.880 6.157
H -0.204 -4.534 6.213
H 0.377 -6.428 4.558
H 1.525 -4.449 3.838
H 0.021 -3.536 3.590
C 3.725 12.243 2.552
C 3.379 11.622 1.221
C 3.219 10.123 1.261
O 3.606 9.740 -0.070
C 4.454 10.692 -0.534
O 5.106 10.587 -1.523
O 4.459 11.777 0.281
H 4.729 11.954 2.864
H 3.715 13.331 2.479
H 3.010 11.943 3.318
H 2.493 12.101 0.798
H 2.198 9.817 1.466
H 3.888 9.633 1.973
```

* molecular weight: 1328.3 g/mol
* total energy: -5118.38380 a.u.
* highest occupied orbital energy: -4.46 eV
* total charge: -1
* gap between HOMO and LUMO: 6.01 eV
* E_LUMO: 1.5 eV
* strongest force on any atom: 3.5 eV/A

Mulliken atomic charge list, values in e, 8 entries:
1 C -1.528
2 C 0.505
3 C -0.682
4 N -0.433
5 P 1.041
6 N 0.254
7 F -0.362
8 I -0.332

2.
Density functional theory data (the ωB97M-V functional and the def2-TZVPD basis) for a cluster of 13 separate species, C52H91N13 in total in a non-equilibrium geometry.

XYZ file:
```
156
C52H91N13, DFT the ωB97M-V functional and the def2-TZVPD basis
C -3.645 2.116 3.996
C -2.671 2.820 2.999
C -3.295 3.076 1.637
C -3.445 1.910 0.756
N -3.593 1.042 0.039
H -3.133 2.100 4.959
H -3.958 1.120 3.682
H -4.525 2.717 4.224
H -1.741 2.268 2.864
H -2.283 3.733 3.452
H -2.643 3.743 1.073
H -4.241 3.606 1.751
C -1.073 -1.179 0.604
C 0.400 -1.038 0.118
C 0.767 0.379 -0.403
C 0.661 1.479 0.602
N 0.530 2.308 1.399
H -1.399 -0.320 1.191
H -1.271 -2.108 1.138
H -1.709 -1.197 -0.282
H 0.569 -1.828 -0.613
H 1.079 -1.330 0.919
H 0.169 0.676 -1.265
H 1.811 0.333 -0.714
C 0.378 4.473 4.475
C 0.126 5.991 4.512
C -1.316 6.404 4.042
C -1.517 6.308 2.630
N -1.720 6.219 1.496
H 0.472 4.031 3.483
H -0.389 3.855 4.941
H 1.294 4.212 5.005
H 0.847 6.519 3.889
H 0.265 6.336 5.537
H -1.555 7.423 4.345
H -2.094 5.712 4.366
C -0.983 -2.406 -2.932
C -1.546 -2.558 -4.350
C -1.879 -4.033 -4.744
C -0.784 -4.959 -4.504
N 0.078 -5.709 -4.371
H -1.466 -3.044 -2.191
H -0.992 -1.355 -2.644
H 0.067 -2.684 -2.838
H -0.933 -2.057 -5.100
H -2.498 -2.034 -4.427
H -2.165 -4.152 -5.789
H -2.759 -4.400 -4.217
C 1.243 -5.812 -0.450
C 0.169 -6.214 0.554
C -1.143 -5.472 0.359
C -1.903 -5.777 -0.843
N -2.476 -6.020 -1.808
H 2.028 -6.567 -0.441
H 1.654 -4.860 -0.115
H 0.877 -5.611 -1.457
H 0.557 -6.112 1.567
H -0.073 -7.277 0.520
H -0.895 -4.411 0.399
H -1.866 -5.662 1.152
C 4.467 5.244 -2.346
C 4.621 4.394 -3.602
C 3.289 3.834 -4.193
C 2.503 2.987 -3.286
N 1.923 2.339 -2.527
H 5.440 5.426 -1.891
H 3.853 4.773 -1.578
H 4.017 6.220 -2.529
H 5.280 3.528 -3.532
H 5.131 5.019 -4.335
H 3.525 3.145 -5.004
H 2.680 4.662 -4.556
C 5.713 2.933 2.590
C 4.590 3.454 1.662
C 4.149 2.488 0.524
C 3.974 1.094 0.899
N 3.849 -0.022 1.164
H 5.407 2.050 3.151
H 6.067 3.739 3.234
H 6.525 2.620 1.934
H 4.810 4.439 1.251
H 3.706 3.605 2.282
H 4.915 2.364 -0.242
H 3.296 2.849 -0.050
C 4.759 -6.126 -2.197
C 4.023 -6.091 -3.566
C 3.741 -4.582 -4.050
C 3.074 -3.761 -3.024
N 2.618 -3.064 -2.251
H 4.241 -5.563 -1.420
H 5.771 -5.750 -2.345
H 4.781 -7.164 -1.867
H 3.055 -6.573 -3.423
H 4.538 -6.624 -4.364
H 3.158 -4.604 -4.970
H 4.706 -4.191 -4.371
C -3.889 -2.489 3.468
C -5.215 -1.648 3.491
C -6.449 -2.505 3.201
C -6.847 -3.328 4.393
N -7.134 -4.007 5.276
H -3.884 -3.321 4.172
H -3.036 -1.877 3.760
H -3.650 -2.887 2.481
H -5.094 -0.897 2.710
H -5.326 -1.189 4.473
H -6.279 -3.114 2.313
H -7.314 -1.886 2.962
C 2.678 -3.825 2.656
C 3.873 -3.766 1.660
C 4.412 -5.149 1.316
C 4.763 -5.971 2.463
N 5.049 -6.654 3.340
H 1.819 -4.411 2.329
H 2.203 -2.845 2.711
H 2.973 -4.172 3.646
H 4.699 -3.158 2.031
H 3.543 -3.268 0.748
H 5.324 -5.031 0.730
H 3.634 -5.634 0.727
C -1.312 2.113 -3.523
C -2.028 2.840 -2.410
C -2.071 4.349 -2.522
C -2.621 4.924 -3.753
N -3.106 5.389 -4.745
H -1.978 1.961 -4.373
H -1.053 1.092 -3.243
H -0.437 2.674 -3.853
H -1.530 2.524 -1.493
H -3.043 2.491 -2.221
H -1.080 4.799 -2.454
H -2.664 4.830 -1.743
C -4.383 -2.966 -0.376
C -5.108 -3.237 -1.680
C -6.616 -2.810 -1.679
C -7.396 -3.478 -0.588
N -7.969 -3.965 0.346
H -4.805 -3.591 0.411
H -4.499 -1.939 -0.030
H -3.322 -3.212 -0.432
H -5.142 -4.317 -1.828
H -4.594 -2.813 -2.543
H -7.161 -2.981 -2.608
H -6.651 -1.733 -1.517
C 1.455 7.594 1.306
C 1.989 6.138 1.204
C 1.392 5.276 0.068
C 1.342 5.894 -1.263
N 1.344 6.383 -2.322
H 0.481 7.716 1.781
H 1.571 8.140 0.369
H 2.125 8.146 1.964
H 1.865 5.595 2.141
H 3.059 6.163 1.000
H 0.437 4.828 0.344
H 2.002 4.398 -0.142
```

* molecular weight: 898.4 g/mol
* total energy: -2747.68717 a.u.
* highest occupied orbital energy: -10.94 eV
* gap between HOMO and LUMO: 11.20 eV
* E_LUMO: 0.3 eV
* strongest force on any atom: 5.5 eV/A

Mulliken atomic charge list, values in e, 8 entries:
1 C -1.417
2 C 1.360
3 C 0.328
4 C -0.022
5 N -0.413
6 H 0.471
7 H 0.137
8 H 0.394

3.
Density functional theory data (the ωB97M-V functional and the def2-TZVPD basis) for a cluster of 13 separate species, C52H92O25 in total in a non-equilibrium geometry.

XYZ file:
```
169
C52H92O25, DFT the ωB97M-V functional and the def2-TZVPD basis
C 3.742 -2.011 -2.137
C 2.644 -3.017 -2.358
C 3.367 -4.255 -2.873
O 4.639 -4.196 -2.218
C 5.051 -2.815 -2.215
H 3.702 -1.463 -1.190
H 3.728 -1.191 -2.860
H 1.873 -2.650 -3.039
H 2.141 -3.255 -1.415
H 3.623 -4.121 -3.934
H 2.861 -5.208 -2.751
H 5.544 -2.670 -3.183
H 5.737 -2.711 -1.381
C 2.503 -1.315 5.942
C 2.708 -0.487 4.646
C 1.282 -0.265 4.100
O 0.386 -0.837 5.060
C 1.050 -1.790 5.841
H 2.680 -0.698 6.820
H 3.171 -2.176 5.906
H 3.318 -1.095 3.981
H 3.197 0.467 4.830
H 1.093 -0.779 3.151
H 1.047 0.795 4.026
H 0.996 -2.794 5.400
H 0.657 -1.863 6.857
C 2.940 -3.805 3.118
C 3.042 -3.456 1.632
C 2.584 -4.746 0.958
O 2.973 -5.814 1.850
C 3.297 -5.301 3.118
H 1.913 -3.636 3.442
H 3.627 -3.267 3.769
H 4.065 -3.175 1.375
H 2.409 -2.602 1.380
H 3.125 -4.946 0.030
H 1.522 -4.846 0.729
H 4.379 -5.351 3.295
H 2.787 -5.820 3.934
C -1.181 -3.513 -3.732
C -1.652 -4.019 -2.366
C -0.509 -4.973 -1.992
O -0.217 -5.631 -3.218
C -0.270 -4.659 -4.240
H -0.709 -2.536 -3.581
H -1.965 -3.309 -4.461
H -2.573 -4.594 -2.469
H -1.744 -3.327 -1.526
H -0.779 -5.747 -1.276
H 0.353 -4.413 -1.611
H -0.720 -5.122 -5.119
H 0.711 -4.281 -4.553
C -4.832 2.901 -3.359
C -5.112 3.975 -4.416
C -3.753 4.633 -4.705
O -2.791 3.629 -4.403
C -3.420 2.496 -3.778
H -5.541 2.079 -3.392
H -4.939 3.426 -2.405
H -5.932 4.644 -4.152
H -5.504 3.434 -5.287
H -3.591 5.485 -4.039
H -3.854 4.973 -5.736
H -2.929 2.034 -2.923
H -3.557 1.801 -4.613
C 5.716 2.520 1.671
C 4.533 1.882 2.428
C 3.434 2.032 1.394
O 4.048 1.735 0.157
C 5.327 2.336 0.184
H 6.676 2.085 1.943
H 5.796 3.574 1.942
H 4.335 2.502 3.310
H 4.699 0.893 2.854
H 3.051 3.062 1.474
H 2.531 1.441 1.565
H 5.418 3.262 -0.389
H 6.086 1.693 -0.272
C -4.837 3.152 2.515
C -5.919 2.592 3.456
C -7.237 2.825 2.674
O -6.965 3.806 1.696
C -5.589 4.102 1.583
H -4.501 2.268 1.965
H -3.968 3.481 3.082
H -5.968 3.113 4.415
H -5.769 1.532 3.639
H -8.061 3.161 3.302
H -7.507 1.836 2.281
H -5.461 5.154 1.858
H -5.225 3.925 0.567
C -2.216 0.406 3.659
C -3.099 -0.682 3.102
C -2.653 -2.110 3.482
O -3.783 -2.704 4.106
C -4.762 -1.801 4.269
O -5.818 -1.993 4.782
O -4.382 -0.601 3.773
H -1.899 0.308 4.694
H -2.759 1.352 3.570
H -1.345 0.532 3.012
H -3.219 -0.551 2.029
H -1.766 -2.035 4.111
H -2.457 -2.690 2.585
C 1.524 0.971 -1.325
C 0.288 0.104 -1.387
C 0.022 -0.724 -0.115
O -1.289 -0.354 0.316
C -1.702 0.724 -0.385
O -2.651 1.390 -0.097
O -0.810 1.059 -1.320
H 1.437 1.698 -0.526
H 1.690 1.420 -2.307
H 2.443 0.390 -1.224
H 0.174 -0.498 -2.288
H 0.737 -0.431 0.658
H 0.113 -1.797 -0.266
C 0.862 4.186 -3.431
C 2.125 4.914 -3.093
C 2.897 4.390 -1.866
O 4.242 4.228 -2.341
C 4.318 4.539 -3.643
O 5.321 4.593 -4.280
O 3.087 4.787 -4.152
H 0.978 3.105 -3.393
H 0.490 4.453 -4.422
H 0.040 4.419 -2.754
H 1.961 5.984 -2.939
H 2.552 3.453 -1.438
H 2.929 5.124 -1.061
C -1.395 -5.585 5.518
C -0.492 -5.676 4.319
C -1.008 -6.658 3.238
O -1.140 -5.857 2.065
C -0.691 -4.614 2.298
O -0.628 -3.746 1.480
O -0.332 -4.454 3.582
H -1.490 -6.586 5.945
H -2.415 -5.361 5.185
H -1.072 -4.861 6.260
H 0.522 -5.963 4.605
H -2.003 -7.036 3.466
H -0.283 -7.460 3.118
C -2.415 4.877 -1.067
C -1.318 5.472 -0.207
C -1.859 6.001 1.123
O -1.661 4.879 2.001
C -0.709 4.082 1.488
O -0.121 3.239 2.099
O -0.460 4.395 0.207
H -1.952 4.418 -1.944
H -3.227 5.547 -1.341
H -2.849 3.994 -0.585
H -0.734 6.217 -0.745
H -2.925 6.205 1.076
H -1.315 6.851 1.536
C -0.638 0.872 -5.233
C 0.489 0.676 -6.239
C 1.797 1.412 -5.849
O 2.764 0.393 -5.657
C 2.180 -0.815 -5.773
O 2.676 -1.853 -5.467
O 0.873 -0.704 -6.120
H -1.489 0.261 -5.538
H -0.953 1.921 -5.253
H -0.382 0.624 -4.205
H 0.212 1.008 -7.236
H 1.741 2.165 -5.068
H 2.051 1.981 -6.750
```

* molecular weight: 1117.3 g/mol
* total energy: -3917.55048 a.u.
* highest occupied orbital energy: -9.30 eV
* gap between HOMO and LUMO: 9.46 eV
* E_LUMO: 0.2 eV
* strongest force on any atom: 2.4 eV/A

Mulliken atomic charge list, values in e, 8 entries:
1 C 0.104
2 C 2.461
3 C -0.942
4 O -0.503
5 C -0.603
6 H -0.227
7 H 0.141
8 H -0.356